No. 1
5
Properties=species:S:1:pos:R:3 method="wB97M-V/def2-TZVPD" e_above_lowest_kcal_mol=16.6 total_energy_ev=-80671.9219 smiles=F[SiH2]Br orbital_gap_ev=11.66 total_charge=0
F 1.62 0.78 0.00
Si -0.07 0.13 0.04
Br -0.07 -2.09 -0.47
H -0.78 0.88 -0.89
H -0.69 0.30 1.32

No. 2
14
Properties=species:S:1:pos:R:3 method="wB97M-V/def2-TZVPD" e_above_lowest_kcal_mol=59.5 total_energy_ev=-17157.8692 orbital_gap_ev=8.66 total_charge=0
C -0.01 0.65 0.43
C 0.22 -0.62 -0.34
C -0.61 1.77 -0.38
C -0.20 -1.89 0.30
O 1.53 1.06 0.70
S 2.03 -0.28 -0.24
H -0.28 0.40 1.48
H -0.04 -0.54 -1.35
H -0.17 1.63 -1.43
H -0.06 2.69 -0.14
H -1.74 1.94 -0.41
H 0.46 -2.10 1.27
H 0.26 -2.72 -0.33
H -1.37 -1.99 0.45